Below is a gas-phase ion, C3H7O3PS (charge -2) at a distorted geometry, with properties calculated with ωB97M-V/def2-TZVPD.

The charge is -2. The energy relative to the best compared isomer or geometry (same formula, charge and spin) is 18.2 kcal/mol. The value obtained for the HOMO-LUMO gap is 6.0 eV.

```
15
C3H7O3PS ωB97M-V/def2-TZVPD
C 2.24 0.17 0.17
C 0.88 0.33 -0.49
C -0.27 -0.20 0.32
S -0.26 -2.39 0.13
P -1.98 0.46 -0.06
O -2.15 0.72 -1.50
O -2.34 1.54 0.97
O -2.87 -0.85 0.31
H 2.36 -0.80 0.45
H 2.24 0.75 1.06
H 2.74 0.72 -0.63
H 0.84 1.35 -0.78
H 0.87 -0.12 -1.48
H 0.01 -0.16 1.45
H -2.31 -1.53 0.08
```

Partial charges, natural (NBO), in e:
1. C -0.627
2. C -0.427
3. C -0.594
4. S -0.889
5. P 2.340
6. O -1.205
7. O -1.216
8. O -1.048
9. H 0.225
10. H 0.173
11. H 0.188
12. H 0.180
13. H 0.202
14. H 0.202
15. H 0.498

---

Below is 2 unconnected molecules or ions with the total composition C6H5I2PS, with properties calculated with ωB97M-V/def2-TZVPD.

The energy relative to the best compared isomer or geometry (same formula, charge and spin) is 34.9 kcal/mol. The value obtained for the HOMO-LUMO gap (spin up / spin down) is 7.3 / 5.4 eV.

```
15
C6H5I2PS ωB97M-V/def2-TZVPD
C -0.54 1.43 -1.18
C -0.68 1.84 0.14
C 0.21 0.30 -1.47
C -0.10 1.12 1.16
C 0.80 -0.43 -0.45
C 0.65 -0.03 0.88
P 1.19 -0.96 2.32
S -2.47 -2.89 -1.17
I 3.13 -2.13 1.52
I -1.36 -3.06 0.87
H -1.01 1.99 -1.98
H -1.26 2.73 0.37
H 0.31 -0.04 -2.49
H -0.23 1.44 2.18
H 1.36 -1.32 -0.70
```

Partial charges, natural (NBO), in e:
1. C -0.189
2. C -0.209
3. C -0.208
4. C -0.202
5. C -0.201
6. C -0.422
7. P 0.429
8. S -0.184
9. I -0.097
10. I 0.184
11. H 0.218
12. H 0.219
13. H 0.220
14. H 0.218
15. H 0.225

---

Below is 4 unconnected molecules or ions with the total composition C23H52N5O8S at a distorted geometry, with properties calculated with ωB97M-V/def2-TZVPD.

The charge is +1. The value obtained for the HOMO-LUMO gap is 4.0 eV.

```
89
C23H52N5O8S ωB97M-V/def2-TZVPD
O 4.55 -0.91 0.18
S 3.16 -0.33 -0.16
O 2.40 -1.37 -1.07
C 2.13 0.09 1.40
C 0.56 0.21 0.83
C 0.09 1.75 0.54
C -1.48 1.74 -0.07
C -2.03 0.21 -0.17
N -1.39 -1.08 0.21
N -0.12 -1.08 0.70
H 3.22 0.89 -0.90
H 2.49 1.13 1.85
H 2.24 -0.71 2.25
H 0.71 2.73 0.67
H -2.05 2.72 -0.37
H -3.13 0.11 -0.64
H -1.89 -2.00 0.07
C 4.71 -3.35 -2.47
O 5.46 -4.28 -3.23
C 5.47 -5.60 -2.67
C 4.66 -6.57 -3.55
N 3.23 -6.28 -3.47
C 2.44 -6.99 -4.48
C 2.71 -6.66 -5.96
O 2.32 -5.33 -6.33
C 3.31 -4.34 -6.06
H 4.90 -2.35 -2.87
H 3.64 -3.55 -2.56
H 5.01 -3.36 -1.42
H 5.12 -5.60 -1.63
H 6.52 -5.92 -2.66
H 4.85 -7.59 -3.21
H 5.03 -6.47 -4.57
H 3.08 -5.28 -3.60
H 1.38 -6.76 -4.27
H 2.55 -8.07 -4.33
H 2.07 -7.32 -6.56
H 3.74 -6.87 -6.26
H 4.33 -4.72 -6.15
H 3.14 -3.90 -5.08
H 3.18 -3.53 -6.79
C 2.61 3.98 7.96
O 3.36 3.05 7.20
C 3.37 1.74 7.77
C 2.56 0.77 6.89
N 1.13 1.05 6.96
C 0.34 0.34 5.95
C 0.61 0.68 4.47
O 0.22 2.00 4.10
C 1.21 2.99 4.37
H 2.80 4.98 7.56
H 1.54 3.78 7.88
H 2.91 3.97 9.01
H 3.02 1.73 8.80
H 4.42 1.41 7.77
H 2.75 -0.26 7.23
H 2.93 0.86 5.86
H 0.98 2.05 6.84
H -0.72 0.57 6.16
H 0.45 -0.74 6.10
H -0.03 0.01 3.87
H 1.64 0.46 4.17
H 2.23 2.61 4.29
H 1.04 3.43 5.36
H 1.08 3.80 3.64
C -5.17 0.78 -1.64
O -4.43 1.93 -2.01
C -4.52 2.23 -3.41
C -5.33 3.51 -3.64
N -6.75 3.31 -3.35
C -7.53 4.55 -3.29
C -7.17 5.56 -2.18
O -7.46 5.10 -0.86
C -6.44 4.30 -0.28
H -4.91 0.53 -0.60
H -6.24 0.98 -1.67
H -4.92 -0.07 -2.28
H -4.92 1.39 -3.99
H -3.49 2.40 -3.76
H -5.22 3.83 -4.68
H -4.90 4.29 -3.00
H -6.84 2.83 -2.45
H -8.57 4.25 -3.14
H -7.48 5.05 -4.26
H -7.80 6.44 -2.33
H -6.13 5.92 -2.25
H -5.44 4.58 -0.62
H -6.63 3.24 -0.48
H -6.48 4.43 0.81
```

Partial charges, Löwdin, in e:
1. O -0.395
2. S 0.798
3. O -0.430
4. C -0.206
5. C -0.163
6. C 0.120
7. C 0.099
8. C 0.078
9. N 0.030
10. N 0.112
11. H 0.105
12. H 0.121
13. H 0.135
14. H 0.135
15. H 0.134
16. H 0.103
17. H 0.202
18. C -0.124
19. O -0.196
20. C -0.201
21. C -0.205
22. N -0.059
23. C -0.198
24. C -0.215
25. O -0.184
26. C -0.099
27. H 0.089
28. H 0.065
29. H 0.083
30. H 0.121
31. H 0.120
32. H 0.122
33. H 0.100
34. H 0.065
35. H 0.115
36. H 0.116
37. H 0.120
38. H 0.109
39. H 0.090
40. H 0.066
41. H 0.087
42. C -0.109
43. O -0.202
44. C -0.198
45. C -0.202
46. N -0.049
47. C -0.186
48. C -0.232
49. O -0.198
50. C -0.093
51. H 0.092
52. H 0.073
53. H 0.092
54. H 0.125
55. H 0.123
56. H 0.125
57. H 0.096
58. H 0.069
59. H 0.123
60. H 0.121
61. H 0.109
62. H 0.083
63. H 0.088
64. H 0.076
65. H 0.085
66. C -0.125
67. O -0.227
68. C -0.192
69. C -0.203
70. N -0.055
71. C -0.188
72. C -0.211
73. O -0.173
74. C -0.104
75. H 0.070
76. H 0.089
77. H 0.097
78. H 0.127
79. H 0.120
80. H 0.128
81. H 0.098
82. H 0.066
83. H 0.123
84. H 0.120
85. H 0.124
86. H 0.107
87. H 0.082
88. H 0.065
89. H 0.090

---

Below is a molecular structure, CHO3Sn at a distorted geometry, with properties calculated with ωB97M-V/def2-TZVPD.

The charge is +1. The energy relative to the best compared isomer or geometry (same formula, charge and spin) is 91.8 kcal/mol. The value obtained for the HOMO-LUMO gap is 4.5 eV.

```
6
CHO3Sn ωB97M-V/def2-TZVPD
Sn 26.89 -9.39 5.63
O 27.55 -8.75 10.28
C 27.46 -7.85 9.26
O 26.97 -8.24 8.13
O 27.86 -6.72 9.48
H 27.93 -8.09 10.90
```

Partial charges, natural (NBO), in e:
1. Sn 1.676
2. O -0.675
3. C 0.945
4. O -0.863
5. O -0.595
6. H 0.512

---

> Which formula does entry 1 have?

C3H7O3PS